Below is a molecular structure, C30H44BrN3P2Pt at a distorted geometry, with properties calculated with ωB97M-V/def2-TZVPD.

CARTESIAN COORDINATES (ANGSTROEM)
C 2.84866 4.87572 -0.42666
C 1.63159 4.49136 -1.01073
C 1.56532 4.11112 -2.36995
C 2.73056 4.26781 -3.13371
N 3.87004 4.69458 -2.57506
C 3.95886 4.99630 -1.27402
C 0.44213 4.60361 -0.22195
C -0.69834 4.40981 0.19574
C -1.77656 3.73752 0.79935
C -1.65343 3.35867 2.15806
C -2.00702 2.04045 2.45307
C -2.16302 1.23219 1.31109
C -2.97961 1.77358 0.28813
C -2.72701 3.08385 -0.04118
Pt -1.19255 -0.52458 1.10847
P 1.01751 -0.41617 0.26825
H 0.61784 3.81389 -2.82459
H 2.88985 5.15775 0.62355
H 2.70518 4.05371 -4.20789
H 4.90621 5.36000 -0.86673
H -3.06975 3.57195 -0.94694
H -1.12519 4.01848 2.84480
H -3.72141 1.15303 -0.20971
H -2.07166 1.62780 3.45117
C 1.86411 -2.07479 0.37505
C 3.03183 -2.42909 -0.55044
H 1.08010 -2.83746 0.27439
H 2.20711 -2.16234 1.41856
H 3.31137 -3.47855 -0.38221
H 2.78242 -2.33699 -1.61325
H 3.93265 -1.83952 -0.34580
C 1.05308 0.24585 -1.46209
C 2.37406 0.63023 -2.13685
H 0.40905 1.14033 -1.42690
H 0.53106 -0.48061 -2.10082
H 2.18057 0.92205 -3.17926
H 2.84213 1.50059 -1.66177
H 3.10173 -0.19140 -2.17117
C 2.29606 0.64776 1.10139
C 3.79490 0.46649 0.82575
H 2.14431 0.49662 2.17635
H 2.00182 1.68999 0.90052
H 4.35428 1.30771 1.25704
H 4.19761 -0.44013 1.29334
H 4.05957 0.44430 -0.23645
Br -3.16681 -1.59151 2.34592
P -2.01028 -1.86608 -0.89606
C -0.80021 -2.78548 -1.94105
C -1.36603 -3.95435 -2.74532
H -0.01136 -3.14947 -1.26464
H -0.32287 -2.06341 -2.62013
H -0.56779 -4.36689 -3.37384
H -1.73001 -4.75851 -2.09663
H -2.18345 -3.64567 -3.40765
C -3.20119 -3.18024 -0.41974
C -4.40091 -3.39817 -1.31456
H -3.56732 -2.90051 0.58847
H -2.62635 -4.10738 -0.28672
H -5.05342 -4.13991 -0.83601
H -4.98376 -2.47910 -1.44529
H -4.12885 -3.78881 -2.30249
C -2.78982 -0.58401 -1.94975
C -3.12253 -0.87707 -3.41006
H -2.11399 0.28550 -1.90050
H -3.70156 -0.29358 -1.41042
H -3.52373 0.04396 -3.85458
H -2.23834 -1.16726 -3.98846
H -3.88795 -1.65498 -3.51985
N -0.30205 -2.90189 2.88107
C -0.02904 -1.79213 3.61516
C 0.44830 -1.88264 4.94218
C 0.90642 -0.73089 5.56948
C 0.85972 0.48031 4.88465
C 0.30135 0.52200 3.61446
N -0.19910 -0.59171 3.03049
H -0.97574 -2.80638 2.10019
H -0.28163 -3.79998 3.32090
H 0.43613 -2.86822 5.39851
H 1.30131 -0.78101 6.58010
H 1.23437 1.40510 5.31007
H 0.25043 1.45693 3.05414

Output
Total energy   -128143.597 eV
Net charge   +2
Multiplicity   3
Gap between HOMO and LUMO (spin up / spin down)   6.612 / 5.590 eV
Energy relative to the best compared isomer or geometry (same formula, charge and spin)   4.1 kJ/mol

=====

Below is a molecular structure, C23H45Cl3N2O6PRuSi at a distorted geometry, with properties calculated with ωB97M-V/def2-TZVPD.

CARTESIAN COORDINATES (ANGSTROEM)
C -2.08051 -1.91971 -4.16407
C -1.30793 -2.76826 -3.13701
H -2.34009 -2.41997 -5.12761
H -1.42177 -1.05210 -4.38400
H -3.01929 -1.50834 -3.74361
C -0.64772 -3.94710 -3.44058
C -0.29979 -4.41928 -4.80271
H 0.00741 -4.29124 -2.63517
H 0.05749 -3.59396 -5.46526
H -1.18694 -4.88736 -5.27117
H 0.52103 -5.16517 -4.72322
Ru -0.21996 1.69970 0.05469
Cl -2.53717 1.43400 -0.02311
Cl 2.00760 2.08626 -0.14538
H 1.11512 5.11410 2.95518
H -1.06365 6.60740 2.46518
C 1.04706 4.73480 1.93522
C -0.87828 6.29085 1.41209
N -0.26526 4.97132 1.34288
H 1.21862 3.66128 1.97324
C -1.04587 3.88837 1.22263
O -0.66094 2.76162 1.77608
H -1.85298 6.16804 0.91113
H -1.92675 3.94437 0.55169
H 1.82793 5.12985 1.29223
H -0.25494 7.03685 0.88307
H 1.98441 -1.47714 -3.27106
H 2.15890 -3.87234 -2.93625
C 2.77829 -1.24912 -2.55276
C 3.04536 -3.69060 -2.31081
N 2.92677 -2.39066 -1.66157
H 2.48853 -0.38602 -1.94444
C 3.56261 -2.20091 -0.45192
O 3.90328 -1.09902 -0.00280
H 3.12686 -4.47401 -1.54424
H 3.73116 -3.15996 0.09292
H 3.71218 -1.06048 -3.09860
H 3.94174 -3.71452 -2.95398
O -0.00595 -1.88800 -2.59763
C -1.09097 -2.20158 -1.75078
C 0.19512 -3.54010 -0.05501
C -1.02459 -3.15295 -0.59626
H 1.07767 -2.98424 -0.37349
C 0.32808 -4.63628 0.79339
H -1.80354 -1.42601 -1.50568
C -2.20096 -3.77278 -0.10139
H 1.34390 -4.91626 1.10484
C -0.82794 -5.32446 1.17860
C -2.10537 -4.88877 0.76281
H -3.18772 -3.36823 -0.40709
H -0.73069 -6.20176 1.81582
H -3.02934 -5.40912 1.10277
Si -0.39776 2.49948 -3.31392
Cl -0.21336 0.64307 -1.89276
C 1.32473 3.11541 -3.59427
C -1.38224 3.77323 -2.34099
C -1.23464 2.29750 -4.94641
H 2.02129 2.30975 -3.85766
H 1.71800 3.62460 -2.69902
H 1.26791 3.82423 -4.43745
H -0.55623 1.85978 -5.70492
H -1.48765 3.33317 -5.26148
H -2.17516 1.70761 -4.91168
H -2.17320 3.32286 -1.73182
H -1.84594 4.47041 -3.05595
H -0.72276 4.35766 -1.68005
C 2.05519 -1.10358 2.41714
O 1.10810 -1.11532 1.34691
P -0.17000 -0.14454 1.46501
O -1.48882 -1.08263 1.56041
C -1.72595 -1.88484 2.73587
O 0.02426 0.46865 2.93257
C -1.00444 1.18203 3.61610
H 2.70845 -0.24556 2.30586
H 2.63352 -2.01236 2.31246
H 1.58305 -1.11578 3.39756
H -0.90816 -2.58362 2.93256
H -1.90335 -1.28055 3.62810
H -2.62313 -2.47549 2.56982
H -1.90977 1.23385 3.02076
H -1.19640 0.67482 4.55719
H -0.64935 2.18544 3.81485

Output
Total energy   -97159.898 eV
Multiplicity   6
Gap between HOMO and LUMO (spin up / spin down)   5.958 / 7.922 eV

=====

Below is 2 unconnected molecules or ions with the total composition C9H14 at a distorted geometry, with properties calculated with ωB97M-V/def2-TZVPD.

CARTESIAN COORDINATES (ANGSTROEM)
C 1.68305 -1.43414 0.66419
C 0.20831 -1.27250 0.87260
C -0.28461 -0.06320 1.36900
C -1.65853 0.12662 1.45947
C -2.50006 -0.95629 1.30535
C -2.03670 -2.10499 0.66425
C -0.67550 -2.25362 0.44852
H 1.84213 -1.50865 -0.41828
H 2.03386 -2.42665 0.96373
H 2.37907 -0.66479 0.97537
H 0.41196 0.62924 1.82287
H -2.11356 1.08843 1.65497
H -3.56019 -0.95784 1.48974
H -2.72411 -2.88319 0.37611
H -0.27185 -3.12566 -0.04708
C 1.62800 2.26652 -1.66529
C 0.10277 2.21003 -1.67330
H 2.06479 2.35639 -0.68223
H 2.16410 1.38990 -2.04517
H 2.08885 3.05000 -2.27521
H -0.27050 3.04039 -2.27031
H -0.31757 2.12498 -0.68057
H -0.19370 1.36902 -2.30874

Output
Total energy   -9559.417 eV
Gap between HOMO and LUMO   9.921 eV
Structure (SMILES)   Cc1ccccc1.CC
Energy relative to the best compared isomer or geometry (same formula, charge and spin)   73.7 kJ/mol

=====

Below is 2 unconnected molecules or ions with the total composition C4H13N3O at a distorted geometry, with properties calculated with ωB97M-V/def2-TZVPD.

CARTESIAN COORDINATES (ANGSTROEM)
C -0.14003 2.36102 1.58411
N 0.55044 1.21305 1.05402
C 0.69378 1.09134 -0.23006
N 1.79855 0.33773 -0.68202
N 0.13680 1.90544 -1.21333
H -1.21184 2.35211 1.33584
H -0.00479 2.36613 2.66679
H 0.26598 3.31709 1.23154
H 2.35726 0.01987 0.09888
H 2.27056 0.72421 -1.48878
H -0.64071 2.46361 -0.89424
H -0.09104 1.38992 -2.05322
C -0.36936 -2.95657 0.20810
C -1.23659 -1.75962 -0.11395
O -0.60706 -0.79018 -1.18647
H 0.45048 -2.67050 0.86378
H 0.07189 -3.36176 -0.70177
H -0.97779 -3.75403 0.63603
H -1.54824 -1.22116 0.78415
H -2.11678 -2.05521 -0.68474
H 0.34848 -0.97248 -1.21465

Output
Total energy   -10875.795 eV
Gap between HOMO and LUMO   9.330 eV
Structure (SMILES)   CN=C(N)N.CCO
Energy relative to the best compared isomer or geometry (same formula, charge and spin)   181.7 kJ/mol

=====

- Which of these has the highest total energy?
  C9H14

=====

- What is the formula in the third record?
  C9H14

=====

- Look up the total energy of the first one.
  -128143.597 eV

=====

- What is the total energy in the second record?
  -97159.898 eV